(1)
The following is a DFT calculation (wB97M-V/def2-TZVPD) of one molecule with the formula C6H14N2.

Element x y z (Å)
1 N -2.05794 -1.58917 3.08106
2 H 2.50931 0.57466 -3.05111
3 N -0.05285 0.45244 -2.85804
4 C -0.70433 -0.13342 1.69150
5 H -0.73622 -2.26370 1.69660
6 H -0.12067 1.51186 -3.14677
7 H 1.34281 0.31671 1.35099
8 H -0.92137 1.36268 -0.70054
9 C 0.11218 1.12956 -0.45382
10 H 2.92293 0.17628 -1.40039
11 H 0.66564 2.04971 -0.28765
12 H 0.75406 -0.81120 0.35923
13 C -1.09846 -1.31976 2.09772
14 C 0.38793 0.15992 0.71293
15 C 0.82384 0.40663 -1.70277
16 C 2.23396 0.76967 -2.02258
17 H 0.84707 -0.70708 -1.44902
18 H -1.04930 0.85190 2.06804
19 H -2.03628 -2.46974 3.58379
20 H 2.59348 1.76332 -1.74969
21 H -2.73510 -0.86634 3.13943
22 H 0.25093 0.08142 -3.75951

Forces on the atoms, in the same order (eV/Å):
0.81 0.15 -0.76
-0.13 -0.07 -0.24
-1.38 3.92 -1.58
0.33 2.32 -0.45
0.60 0.37 -0.32
-0.18 -2.35 0.81
-1.36 1.09 -0.95
-0.06 -0.40 0.27
2.45 -1.36 -0.97
-0.15 -0.21 -0.20
-0.19 0.34 0.05
-0.58 -0.03 -0.51
-0.53 -1.45 0.85
1.46 -1.57 1.49
-1.33 -1.91 0.08
2.01 0.20 1.23
-0.09 1.42 -0.30
-0.50 -1.04 0.46
-0.48 0.76 -0.31
-0.61 0.48 -0.31
-0.73 -0.13 0.93
0.62 -0.55 0.73

maximum force	4.4	eV/A
HOMO	-7.78	eV
orbital gap	0.3299	Eh
total energy	-346.44492	Ha
lowest unoccupied orbital energy	1.19	eV
energy above the lowest of the compared OMol25 structures with the same formula, charge and spin	51.61	kcal/mol

(2)
The following is a DFT calculation (wB97M-V/def2-TZVPD) of one molecule with the formula C6H14N2.

Element x y z (Å)
1 H -2.48753 -1.47989 0.58493
2 H 0.74542 -1.98499 -1.35648
3 H -1.50879 -1.61718 -0.87875
4 H 1.54747 2.74974 0.25037
5 H 0.66808 0.94007 -1.23193
6 N -0.63860 0.97083 0.50875
7 C 1.40566 -1.58062 -0.57920
8 H 1.72817 1.58546 1.57137
9 C -1.70035 1.46000 -0.32675
10 C -1.48524 -1.67464 0.20873
11 H 1.75128 -2.40282 0.05107
12 H -1.19198 -2.68591 0.49168
13 C 0.66173 0.83004 -0.12689
14 H -1.49665 2.50109 -0.60111
15 H 2.72204 1.43118 0.11090
16 H 2.28252 -1.16169 -1.07410
17 H -1.82488 0.88943 -1.26511
18 C -0.52049 -0.67075 0.80060
19 C 1.73889 1.70633 0.49075
20 H -0.54225 -0.65973 1.89190
21 H -2.63464 1.43937 0.23467
22 N 0.78014 -0.58533 0.24459

Forces on the atoms, in the same order (eV/Å):
-0.08 -0.10 0.05
0.02 -0.06 -0.11
-0.02 -0.01 -0.06
0.04 0.17 -0.02
-0.20 0.18 0.14
-0.28 -2.48 0.58
-0.23 -0.08 0.15
-0.03 -0.04 0.04
-0.13 -0.19 -0.27
-0.06 0.63 -0.10
0.03 -0.13 -0.15
0.02 0.00 0.06
1.03 -0.71 -0.32
0.00 -0.08 0.06
0.07 0.01 -0.06
-0.04 0.10 0.09
-0.08 0.09 0.09
-1.14 2.55 0.09
-0.21 -0.04 -0.22
0.00 -0.56 0.06
-0.07 0.02 -0.10
1.36 0.72 -0.01

maximum force	2.8	eV/A
HOMO	-8.06	eV
orbital gap	0.3349	Eh
total energy	-346.45525	Ha
lowest unoccupied orbital energy	1.05	eV
energy above the lowest of the compared OMol25 structures with the same formula, charge and spin	45.13	kcal/mol

(3)
The following is a DFT calculation (wB97M-V/def2-TZVPD) of a 3-piece molecular cluster, C6H14N2 overall.

Element x y z (Å)
1 C -0.21383 0.94232 1.48064
2 H 0.99364 -0.86404 1.29106
3 C 1.57090 0.20696 -1.19371
4 H 1.93799 2.13652 -0.35879
5 H -0.58456 0.77668 2.49606
6 N 2.33961 -0.58042 -1.78625
7 H 2.35216 1.99908 -2.09290
8 H -0.98214 -1.99614 2.55930
9 C 0.11882 -0.38271 0.85355
10 H -1.87204 0.49334 -0.64336
11 H -2.00510 -1.18806 -1.21299
12 H 2.13828 -1.56784 -1.61842
13 H -1.51137 -2.65844 0.94410
14 H -0.96423 1.50928 0.93204
15 C -1.44862 -1.79844 1.59971
16 H 0.69753 1.53764 1.58435
17 N -0.15356 -0.77409 -0.37834
18 H -1.03202 -0.04872 -2.11611
19 H 0.65763 2.09581 -1.57046
20 C -1.32931 -0.33737 -1.10438
21 C 1.64175 1.69733 -1.31395
22 H -2.35152 -1.19869 1.64886

Forces on the atoms, in the same order (eV/Å):
-0.07 -0.08 0.33
-0.05 0.03 -0.14
-0.54 -1.20 -1.42
-0.02 0.02 -0.09
0.01 0.07 -0.09
-0.27 0.40 0.90
-0.04 -0.23 0.18
-0.24 -0.13 0.07
-2.66 -1.84 2.52
-0.05 -0.01 -0.06
0.00 -0.02 0.16
-0.20 0.10 -0.08
0.18 0.10 -0.11
0.06 -0.01 0.00
1.39 1.41 0.17
-0.03 0.09 -0.14
2.59 0.81 -2.77
-0.04 -0.01 0.10
0.01 0.00 0.08
0.27 0.40 0.09
-0.31 0.10 0.23
0.01 0.00 0.05

maximum force	4.1	eV/A
HOMO (spin up / spin down)	-7.19 / -6.72	eV
orbital gap (spin up / spin down)	0.2896 / 0.2670	Eh
total energy	-346.31487	Ha
lowest unoccupied orbital energy (spin up / spin down)	0.69 / 0.54	eV
energy above the lowest of the compared OMol25 structures with the same formula, charge and spin	133.22	kcal/mol

(4)
The following is a DFT calculation (wB97M-V/def2-TZVPD) of one molecule with the formula C6H14N2.

Element x y z (Å)
1 H 0.16474 1.59736 -1.11293
2 H 0.93625 0.50369 -2.30575
3 H -0.42331 -1.62118 0.57073
4 H -0.94942 -0.60972 -2.23084
5 H -2.31073 0.12612 0.33869
6 C -0.82428 -0.39423 -1.16344
7 H -0.55700 0.44428 1.10605
8 H -2.18915 1.28718 -0.99153
9 C 0.32102 1.03042 1.51910
10 N 1.59891 0.21413 -0.41455
11 H 2.61057 0.29769 2.56719
12 N 2.46217 -0.11030 1.66258
13 C -0.56126 -1.74239 -0.50170
14 H -2.98225 -0.28274 -1.22382
15 H 0.11803 2.04013 1.16331
16 H -1.38164 -2.43010 -0.70385
17 H 0.41208 1.02147 2.60203
18 H 3.27409 -0.47101 1.18637
19 C -2.15226 0.22894 -0.73395
20 H 0.35289 -2.18544 -0.89290
21 C 1.52579 0.46685 0.84309
22 C 0.55475 0.58886 -1.28388

Forces on the atoms, in the same order (eV/Å):
0.18 0.23 -0.13
-0.33 0.07 0.13
-0.08 -0.19 0.18
-0.13 -0.08 0.04
-0.11 0.10 0.11
1.45 0.36 -1.65
1.02 0.58 1.12
-0.13 0.05 -0.01
-0.93 -0.07 -0.91
1.06 0.25 1.24
0.11 0.02 0.07
0.26 0.18 0.21
0.34 0.41 -0.12
0.02 0.04 -0.03
0.13 0.21 0.14
-0.11 0.00 0.15
-0.29 -0.10 -0.03
0.02 0.06 0.04
0.43 0.10 0.20
0.04 -0.04 0.00
-0.43 -1.30 -1.12
-2.51 -0.91 0.36

maximum force	2.7	eV/A
HOMO	-8.39	eV
orbital gap	0.3450	Eh
total energy	-346.50005	Ha
lowest unoccupied orbital energy	1.00	eV
energy above the lowest of the compared OMol25 structures with the same formula, charge and spin	17.01	kcal/mol

(5)
The following is a DFT calculation (wB97M-V/def2-TZVPD) of a 2-piece molecular cluster, C6H14N2 overall.

Element x y z (Å)
1 H 3.01665 -0.65443 -1.16661
2 H -1.26046 0.06335 -2.94088
3 H 0.57434 1.42749 2.63121
4 H -0.81414 -1.27789 2.89146
5 H -2.82233 -0.47056 -1.06045
6 C -0.92860 0.18691 -1.90584
7 H 0.38473 -2.42789 2.25001
8 H 0.39224 1.39690 -0.93548
9 H -0.90942 -1.87484 1.20756
10 H 2.66687 0.59050 0.36944
11 C 0.58756 -0.44184 1.54275
12 H -0.40339 2.15111 -2.14512
13 H -0.39787 -0.72396 -1.62046
14 N 1.47500 -1.12944 0.14989
15 C -2.14368 0.38123 -0.99445
16 C 2.46961 -0.55253 -0.24388
17 N 0.04098 1.27816 -1.87960
18 H 1.93220 1.11777 1.20362
19 C 0.90438 0.75784 1.86119
20 H -1.82637 0.48872 0.04427
21 H -2.69691 1.28139 -1.27014
22 C -0.24138 -1.56799 2.01149

Forces on the atoms, in the same order (eV/Å):
0.21 -0.60 -0.03
0.02 -0.06 0.06
-0.22 -0.07 0.17
-0.08 -0.06 -0.01
-0.04 -0.02 0.01
-0.12 0.05 0.06
0.08 0.09 -0.01
-0.02 0.04 0.01
-0.11 -0.05 0.04
0.61 -2.56 -1.83
1.76 -2.20 -2.19
0.04 -0.04 0.04
-0.05 -0.01 -0.05
-2.53 -0.69 2.05
0.17 -0.03 -0.12
0.53 4.60 1.48
0.03 0.06 -0.01
-2.83 -0.19 1.83
2.89 1.43 -1.48
0.01 0.00 0.03
-0.02 0.00 -0.01
-0.32 0.32 -0.06

maximum force	4.9	eV/A
HOMO	-9.06	eV
orbital gap	0.3705	Eh
total energy	-346.37823	Ha
lowest unoccupied orbital energy	1.02	eV
energy above the lowest of the compared OMol25 structures with the same formula, charge and spin	93.45	kcal/mol

(6)
The following is a DFT calculation (wB97M-V/def2-TZVPD) of one molecule with the formula C6H14N2.

Element x y z (Å)
1 H -2.27735 0.43893 -0.27578
2 H 1.45420 -2.61122 -2.61767
3 H -0.02594 1.06459 2.35315
4 C 0.03177 -0.15472 0.72800
5 H 1.72412 -1.67982 0.59683
6 C -0.28250 1.15734 0.04419
7 C -2.36827 2.57051 0.19114
8 H -0.05979 -2.63872 -1.60658
9 H 2.22563 -0.02312 0.22626
10 H 0.13037 2.04708 0.52665
11 H -1.71628 3.39191 0.44834
12 C 1.02809 -2.38911 -1.63413
13 H 0.81026 -0.38312 2.69674
14 N 1.31481 -1.00701 -1.27930
15 H -0.64909 -0.99495 0.54597
16 N 0.07819 0.08267 2.18182
17 H 0.72723 -0.30546 -1.69120
18 C -1.79268 1.39960 -0.05646
19 H 0.28313 1.26815 -0.87752
20 H 1.41569 -3.04415 -0.85665
21 C 1.39403 -0.73085 0.17893
22 H -3.44563 2.54146 0.17725

Forces on the atoms, in the same order (eV/Å):
-0.58 0.75 0.02
-0.15 -0.24 0.25
0.38 0.07 0.57
2.51 -0.93 1.11
-0.23 0.16 0.68
-0.95 0.91 -0.39
0.10 -1.66 -0.19
0.40 0.16 -0.42
-0.18 0.25 0.83
0.20 -0.33 0.82
-0.49 0.41 0.05
-1.25 0.32 0.09
0.04 0.28 -0.13
0.48 -0.33 0.96
-0.54 0.57 -0.36
-0.69 -0.36 -0.57
-0.26 -0.30 -0.57
1.55 -0.72 -0.22
-0.56 -0.40 -0.71
0.56 -0.05 -0.24
-0.21 0.55 -1.63
-0.14 0.89 0.06

maximum force	2.9	eV/A
HOMO	-8.30	eV
orbital gap	0.3467	Eh
total energy	-346.44970	Ha
lowest unoccupied orbital energy	1.13	eV
energy above the lowest of the compared OMol25 structures with the same formula, charge and spin	48.61	kcal/mol

Which of these has the lowest total energy? number 4

Which value of maximum force does entry 4 give? 2.7 eV/A

What is the energy above the lowest of the compared OMol25 structures with the same formula, charge and spin in the sixth record? 48.61 kcal/mol

Which value of total energy does entry 5 give? -346.37823 Ha